{
  "formula": "C4H9N2",
  "method": "ωB97M-V with the def2-TZVPD basis set",
  "symbols": ["C", "C", "C", "C", "N", "N", "H", "H", "H", "H", "H", "H", "H", "H", "H"],
  "positions_angstrom": [[-0.355296, 1.861413, -0.668591], [0.524394, 1.175467, -1.659386], [0.572651, -1.555034, -0.154648], [-0.789114, -0.277371, 1.651994], [-0.173350, 0.643935, -0.541678], [-0.271833, -0.466631, 0.208694], [-1.005616, 2.665905, -0.171115], [0.267416, 1.202578, -2.704793], [1.610324, 1.213693, -1.476252], [1.428099, -1.790041, 0.484292], [-0.033312, -2.472792, 0.106001], [0.640874, -1.412388, -1.184484], [-0.150181, 0.470552, 2.151944], [-1.859484, -0.147781, 1.694042], [-0.405572, -1.111506, 2.263979]],
  "forces_ev_per_angstrom": [[-2.0, 11.1, 1.2], [1.5, 1.5, 0.9], [-2.1, -2.0, 1.7], [2.5, -0.6, -0.3], [0.0, -11.3, -0.5], [-0.2, 1.7, 3.1], [1.2, -1.4, -1.5], [-0.7, -0.8, -0.2], [-0.4, 0.2, -0.1], [0.5, 1.1, -0.3], [0.3, 0.7, -0.8], [1.1, -0.6, -1.7], [-0.8, 0.7, -0.6], [-0.1, 0.2, -0.1], [-0.8, -0.4, -0.8]],
  "total_charge": 1,
  "energy_ev": -7259.493,
  "homo_lumo_gap_ev": [7.99, 9.31],
  "s_squared": 2.008,
  "spin_multiplicity": 3
}

{
  "formula": "C5H13NS2",
  "method": "ωB97M-V with the def2-TZVPD basis set",
  "symbols": ["C", "C", "N", "C", "C", "C", "S", "S", "H", "H", "H", "H", "H", "H", "H", "H", "H", "H", "H", "H", "H"],
  "positions_angstrom": [[1.985444, -2.509876, -0.249740], [0.924555, -1.679270, 0.527053], [0.905305, -0.336030, -0.111254], [-0.308362, 0.300377, -0.145737], [-0.170756, 1.068464, -1.575801], [-0.590485, 1.359925, 0.949447], [-2.317196, 1.326312, 1.570510], [-3.581983, 2.443071, 0.389367], [1.842634, -3.485455, 0.131220], [1.606123, -2.644248, -1.203795], [3.004935, -2.127920, -0.463025], [-0.174659, -2.133870, 0.356901], [1.262520, -1.481687, 1.602369], [1.780327, 0.312439, 0.184084], [-1.195537, -0.383248, -0.384330], [0.843868, 1.500617, -1.672814], [-1.033460, 1.695048, -1.733067], [-0.182619, 0.221105, -2.306309], [-0.018259, 1.000676, 1.910254], [-0.356006, 2.448021, 0.834009], [-4.226383, 3.105548, 1.390648]],
  "forces_ev_per_angstrom": [[-0.9, 0.6, 1.0], [0.6, 1.3, -0.2], [3.9, -1.0, 1.7], [-1.8, 3.6, -3.7], [-0.2, -1.9, 0.6], [0.0, -0.4, 2.3], [0.0, -0.7, 0.7], [-0.1, 0.3, -0.2], [1.1, -1.4, 0.8], [-1.0, 0.1, -2.2], [-0.5, -0.2, 1.2], [2.7, 0.9, 0.9], [-1.0, -1.2, -1.0], [-2.9, -2.1, -0.8], [1.3, 0.7, 1.2], [-0.8, 0.4, 0.2], [0.0, 0.7, -0.4], [-0.1, 0.8, 0.4], [-1.1, 0.7, -1.5], [0.3, -1.1, -0.6], [0.6, -0.1, -0.3]],
  "energy_ev": -28554.156,
  "smiles": "CCN[C@H](C)CSS",
  "homo_lumo_gap_ev": 8.81
}

{
  "formula": "C33H46FN2O4S",
  "method": "ωB97M-V with the def2-TZVPD basis set",
  "symbols": ["C", "C", "C", "C", "C", "C", "C", "C", "C", "C", "C", "C", "C", "C", "C", "N", "C", "C", "C", "C", "C", "C", "C", "C", "N", "C", "C", "C", "C", "C", "C", "O", "C", "O", "C", "C", "O", "C", "F", "S", "H", "H", "H", "H", "H", "H", "H", "H", "H", "H", "H", "H", "H", "H", "H", "H", "H", "H", "H", "H", "H", "H", "H", "H", "H", "H", "H", "H", "H", "H", "H", "H", "H", "H", "H", "H", "H", "H", "H", "H", "H", "H", "H", "H", "H", "O", "H"],
  "positions_angstrom": [[3.078671, -3.196343, 1.748408], [3.804564, -3.100059, 0.269464], [5.282054, -2.342942, 0.189170], [5.965266, -1.689456, 1.554545], [5.279483, -0.174887, 1.713485], [4.303249, -0.044476, 3.026500], [3.812354, 1.522488, 3.332995], [2.511733, 1.972444, 2.421888], [1.065997, 1.455255, 2.997104], [0.065467, 2.655502, 3.518299], [-0.248672, 3.810918, 2.385197], [-1.451753, 3.373195, 1.323125], [-2.077215, 4.679088, 0.501546], [-1.808206, 4.570687, -1.130776], [-0.230537, 4.936704, -1.520424], [0.488035, 3.708188, -2.048028], [1.304818, 2.896859, -1.059030], [1.976892, 1.590122, -1.787355], [1.463845, 1.795320, -3.334849], [0.492872, 3.138984, -3.475323], [6.012288, -2.284481, -1.313513], [5.308109, -2.893629, -2.681878], [3.830990, -3.587932, -2.517034], [3.026953, -3.738745, -1.058221], [1.677800, -4.416494, -0.969980], [0.684126, -3.890637, -1.982322], [1.073767, -3.766726, -3.603575], [-0.008286, -3.230229, -4.712801], [-1.492838, -2.781019, -4.164079], [-1.959014, -2.844824, -2.562738], [-3.503536, -2.365273, -2.137221], [-3.568802, -1.983299, -0.719296], [-4.844219, -2.367061, -0.090779], [-5.525734, -1.128890, 0.303079], [-6.958789, -1.134768, -0.009572], [-7.735270, -0.744724, 1.419852], [-8.009048, -2.072432, 2.064039], [-0.844968, -3.427554, -1.508599], [-1.135785, -3.583960, -0.052493], [2.866951, -4.285406, -4.012290], [2.513046, -4.244369, 1.786448], [3.817652, -3.160395, 2.655357], [2.241566, -2.374741, 1.911795], [5.837374, -2.352371, 2.510249], [7.125281, -1.484601, 1.438479], [4.602272, 0.086703, 0.769646], [6.157342, 0.621873, 1.821086], [4.884985, -0.511605, 3.948737], [3.294417, -0.647191, 2.862029], [4.746434, 2.223870, 3.172905], [3.447024, 1.513366, 4.453621], [2.514579, 3.165767, 2.425235], [2.613239, 1.602730, 1.293788], [0.511676, 0.914938, 2.089416], [1.132462, 0.655722, 3.854525], [-0.979724, 2.186530, 3.852472], [0.472033, 3.216385, 4.476314], [0.695208, 4.204556, 1.815720], [-0.683161, 4.742884, 2.987815], [-2.377754, 2.888496, 1.894418], [-1.103236, 2.550498, 0.547470], [-3.257037, 4.756157, 0.627440], [-1.642300, 5.698719, 0.926487], [-2.458497, 5.396893, -1.661840], [-2.154351, 3.535496, -1.580172], [0.259746, 5.379112, -0.526783], [-0.232962, 5.743331, -2.389882], [1.492018, 3.096846, 0.078863], [2.634859, 0.769789, -1.274098], [1.760672, 1.053401, -4.192192], [-0.047700, 3.567426, -4.434244], [7.081061, -1.770967, -1.426182], [5.835034, -2.833223, -3.750783], [1.282251, -4.420860, -0.004531], [0.345758, -3.194216, -5.834980], [-2.294170, -2.386987, -4.953672], [-3.753826, -1.404711, -2.799529], [-4.198709, -3.252775, -2.449704], [-4.552823, -2.923772, 0.924419], [-5.488811, -3.129788, -0.698095], [-7.157178, -0.254610, -0.759534], [-7.404885, -2.166642, -0.329469], [-7.021440, -0.159816, 2.142132], [-8.781970, -0.250238, 1.250994], [-7.117129, -2.458012, 2.381458], [-9.106530, 0.729347, -0.800899], [-9.457409, 0.051541, -1.349248]],
  "forces_ev_per_angstrom": [[-0.7, -0.8, -0.8], [1.2, 0.6, -1.8], [-1.4, -2.3, -3.5], [-0.3, 0.9, -1.3], [-0.5, 0.3, 0.5], [-0.3, 0.2, -0.1], [-0.1, -1.2, 0.0], [0.3, 0.5, 0.1], [-0.9, -0.1, -0.6], [-0.2, 0.3, -0.1], [-1.4, 0.2, 0.4], [-0.6, 0.1, 0.0], [-0.3, -0.2, -0.7], [-0.1, 1.1, 0.1], [-1.3, 0.1, -0.3], [2.3, -2.5, 0.4], [1.0, -3.2, -4.0], [-4.0, 5.4, -1.9], [-1.2, 2.4, 2.7], [3.5, -3.5, 3.8], [-2.8, -1.4, 0.2], [-2.2, -0.1, 4.1], [0.6, 1.1, 2.9], [4.0, 2.2, -0.1], [0.6, 2.6, -1.8], [-2.7, 1.3, -2.2], [-3.0, 0.9, 2.1], [-0.8, -0.2, 4.7], [2.2, -1.1, 1.9], [3.6, -1.2, -1.0], [1.2, 0.5, -0.8], [-1.6, -1.9, -1.9], [0.3, 0.3, 2.2], [0.2, -3.2, -1.3], [-1.7, 2.3, 1.0], [0.3, -1.2, -0.7], [2.1, 0.2, 0.7], [0.9, 0.2, -2.5], [0.9, 0.4, -4.2], [-1.0, 1.4, 2.1], [1.3, 2.2, 0.1], [-1.3, 0.0, -2.0], [1.8, -1.6, -0.5], [0.0, 1.2, -2.0], [-2.4, -0.8, -0.1], [1.8, -0.6, 1.9], [-2.0, -1.6, -0.3], [-1.3, 1.1, -1.8], [2.3, 1.0, 0.3], [-2.0, -1.2, 0.4], [0.9, 0.3, -2.1], [-0.1, -2.6, -0.1], [0.0, 0.8, 2.5], [1.1, 1.1, 2.0], [0.2, 1.5, -1.6], [2.3, 0.9, -0.8], [-0.5, -1.3, -1.9], [-1.7, -0.9, 1.1], [0.9, -1.9, -1.3], [2.2, 1.0, -0.9], [-0.5, 1.8, 1.6], [2.6, -0.3, -0.1], [-0.7, -2.1, -1.0], [1.1, -1.6, 1.1], [0.9, 2.0, 1.1], [-0.7, -1.2, -2.5], [0.1, -1.6, 2.0], [-0.9, 0.2, -2.6], [-1.5, 1.8, -1.3], [-0.9, 1.8, 1.8], [1.2, -0.8, 2.7], [-2.6, -1.3, 0.3], [-1.4, -0.1, 2.7], [0.4, 0.3, -1.2], [-1.0, 0.0, 2.6], [2.0, -1.0, 2.0], [0.5, -2.2, 1.3], [1.1, 1.7, 0.9], [-0.4, 1.1, -2.1], [1.1, 1.8, 0.7], [-0.1, -1.8, 1.3], [1.1, 1.9, 0.5], [-1.3, -0.8, -1.6], [2.3, -0.8, -0.1], [-2.1, 1.1, -0.9], [0.5, 1.0, 0.7], [-0.6, -0.9, -0.8]],
  "total_charge": -1,
  "energy_ev": -59659.145,
  "homo_lumo_gap_ev": 4.12
}

{
  "formula": "C19H16N2S2W",
  "method": "ωB97M-V with the def2-TZVPD basis set",
  "symbols": ["W", "S", "C", "C", "C", "C", "C", "N", "H", "H", "H", "H", "C", "C", "C", "C", "C", "C", "C", "H", "H", "H", "H", "H", "H", "H", "S", "C", "N", "C", "C", "C", "C", "C", "C", "H", "H", "H", "H", "H"],
  "positions_angstrom": [[0.052749, 0.031621, 0.633161], [1.284175, 1.333388, 1.919171], [0.858377, 0.965269, -1.082422], [1.528341, 1.833926, -1.927405], [0.951644, 2.028212, -3.177155], [-0.236171, 1.380483, -3.532418], [-0.859583, 0.537581, -2.629213], [-0.274601, 0.365029, -1.440611], [2.441004, 2.335416, -1.640709], [1.427020, 2.703416, -3.877222], [-0.686526, 1.537305, -4.502806], [-1.783290, 0.019604, -2.850093], [-1.925472, 0.930783, 0.938188], [-1.971136, -0.381070, 1.570448], [-2.277533, -1.540045, 0.814106], [-2.149025, -2.804686, 1.379090], [-1.639105, -2.954587, 2.659825], [-1.246986, -1.834896, 3.387061], [-1.376199, -0.559932, 2.852096], [-1.926788, 1.774579, 1.617990], [-2.588648, 1.073026, 0.092131], [-2.761572, -1.427921, -0.149715], [-2.468137, -3.675352, 0.820634], [-1.565376, -3.939472, 3.101812], [-0.860634, -1.950226, 4.390953], [-1.212637, 0.302166, 3.484366], [0.714562, -4.393067, -0.629813], [0.422085, -2.739568, -0.794943], [0.787274, -1.972579, 0.212514], [1.390028, -2.745472, 1.230827], [1.978754, -2.283095, 2.411620], [2.496047, -3.204189, 3.296054], [2.453241, -4.575808, 3.020311], [1.922162, -5.046994, 1.839664], [1.402270, -4.117200, 0.942985], [-0.035455, -2.341769, -1.689352], [2.054807, -1.224042, 2.600547], [2.956415, -2.864053, 4.213947], [2.874862, -5.275959, 3.728661], [1.920787, -6.104099, 1.609890]],
  "forces_ev_per_angstrom": [[3.2, 4.0, -1.3], [-1.9, -2.0, -1.5], [-0.6, -0.9, 1.1], [0.0, 0.1, -0.4], [0.3, 0.1, 0.3], [-0.3, -0.3, 0.2], [-0.1, 0.2, -0.5], [-0.2, -0.3, 0.6], [0.0, 0.0, 0.1], [0.0, 0.0, 0.0], [0.0, 0.0, 0.0], [0.0, 0.0, 0.1], [0.4, -0.3, 0.4], [-0.5, -0.5, 0.4], [-0.2, 0.2, 0.2], [0.0, -0.2, 0.1], [0.0, 0.0, -0.2], [0.1, 0.1, 0.0], [-0.7, -0.4, 0.2], [0.1, 0.0, 0.0], [0.3, -0.1, -0.2], [0.1, 0.0, -0.1], [0.0, 0.0, 0.0], [0.0, 0.0, 0.0], [0.0, 0.0, 0.0], [0.2, 0.1, -0.1], [0.1, 0.3, 0.1], [-0.1, -0.1, -0.1], [-0.2, -0.1, 0.9], [0.3, -0.3, 0.0], [-0.1, 0.0, -0.2], [0.0, 0.1, 0.0], [0.0, -0.1, 0.0], [0.0, -0.1, 0.0], [-0.2, 0.3, -0.1], [-0.1, 0.0, 0.0], [0.0, 0.1, 0.1], [0.0, 0.0, 0.0], [0.0, 0.0, 0.0], [0.0, 0.0, 0.0]],
  "total_charge": 2,
  "energy_ev": -46423.021,
  "homo_lumo_gap_ev": [6.39, 6.39]
}